Run a
ORCA calculation (ωB97M-V/def2-TZVPD) on 3 unconnected molecules or ions with the total composition C4H12NO2.

Last column: Mulliken charge in e.
Atoms and positions in Å:
H: -1.09 0.81 1.75  0.30
C: -0.38 0.65 0.96  -0.15
O: -0.49 -3.32 -0.89  -0.65
H: 0.28 -0.33 -3.07  0.30
H: 1.32 1.11 -0.06  0.23
H: -2.84 -0.44 0.47  0.26
C: 1.31 2.33 1.76  -1.12
O: 0.77 0.18 -2.41  -0.67
H: 0.47 -3.36 -0.86  0.32
C: -1.96 -0.84 -0.02  -0.19
N: -0.83 -0.23 -0.06  0.20
H: 1.39 1.72 2.66  0.34
H: 0.58 3.08 2.05  0.32
C: 0.66 1.45 0.71  0.02
H: 1.65 0.22 -2.81  0.32
H: 2.26 2.70 1.40  0.34
H: -0.31 -0.26 -0.95  0.19
H: -0.71 -3.72 -0.04  0.34
H: -2.07 -1.75 -0.60  0.30

Values from the calculation:
- LUMO (eV) = -5.006
- net charge = +1

Run b
ORCA calculation (ωB97M-V/def2-TZVPD) on a gas-phase ion, C4H12NO2 (charge +1).

Last column: Mulliken charge in e.
Atoms and positions in Å:
H: 1.38 0.69 1.45  0.33
N: -0.19 -1.63 -0.58  -0.31
H: -1.02 1.36 0.75  0.37
H: 0.59 -1.86 0.05  0.34
C: 0.46 0.24 1.82  -1.35
O: 1.20 1.72 -1.25  -0.48
H: 1.31 -0.16 -2.08  0.41
C: -0.32 -0.15 -0.72  -0.07
H: -1.03 -2.08 -0.19  0.37
H: 1.85 0.14 -0.33  0.42
H: 0.10 0.74 2.71  0.39
H: -2.25 -0.33 1.83  0.35
C: 1.10 0.34 -1.12  -0.85
H: 0.80 -0.79 2.04  0.36
H: -0.14 -2.15 -1.46  0.38
H: -1.01 0.29 -1.45  0.43
O: -1.68 -0.60 1.10  -0.60
H: 0.82 2.07 -2.07  0.33
C: -0.65 0.29 0.77  0.16

Values from the calculation:
- LUMO (eV) = -3.484
- structure (SMILES) = C[C@H](O)[C@H]([NH3+])CO
- net charge = +1

Run c
ORCA calculation (ωB97M-V/def2-TZVPD) on 2 unconnected molecules or ions with the total composition C4H12NO2.

Last column: Mulliken charge in e.
Atoms and positions in Å:
H: 0.99 1.61 -0.21  0.23
H: 0.98 -1.12 -1.06  0.34
C: -0.20 -1.55 2.15  -0.14
C: -0.89 -1.72 0.81  -0.53
N: 0.97 0.69 0.12  -0.24
H: 0.03 0.24 -1.84  0.25
H: 2.00 0.57 0.20  0.37
H: -0.35 -2.50 0.26  0.36
C: 0.30 -0.22 -0.84  -0.23
O: -0.15 -0.50 2.76  -0.52
O: 0.55 2.81 -1.84  -0.65
H: -0.12 3.48 -2.05  0.33
H: 0.65 0.68 1.08  0.33
H: -1.27 0.42 0.48  0.36
H: -1.88 -0.54 -0.97  0.36
H: -1.78 -2.09 1.20  0.35
H: 0.97 2.66 -2.70  0.32
C: -1.03 -0.51 -0.11  -0.79
H: 0.24 -2.41 2.57  0.48

Values from the calculation:
- LUMO (eV) = -3.174
- net charge = +1

What should be chosen as the least stable of them? Choose run a.